55
Properties=species:S:1:pos:R:3 method="wB97M-V/def2-TZVPD" charge=+1 homo_ev="-10.876 / -10.876"
Ti 0.63549 -0.82541 -0.08183
S 2.13266 -2.38067 0.93973
F 1.93915 -1.66897 -1.21229
F 4.25903 -2.04214 -1.55209
F 2.81386 -1.77666 -3.41682
F 2.69182 -3.74222 -2.09091
N -0.25466 0.36237 1.37388
N -0.46160 -2.07966 1.17662
C 0.84586 5.90736 -1.19158
C -0.26816 -3.53533 1.32528
C 1.10558 0.09179 2.04301
C -1.19603 -1.08627 -1.84366
C -1.42016 0.15095 -1.24048
C 0.68673 3.15358 -0.64455
C -1.35409 -0.00079 2.21232
C -3.57655 -1.34561 -2.19169
C 1.20807 -3.82940 1.51064
C 0.07055 3.69600 -1.78230
C -0.32441 0.93681 -0.76377
C -2.27573 -1.83453 -2.31892
C -3.80104 -0.10833 -1.58841
C 1.39392 4.01237 0.20774
C -1.34717 -1.54629 2.26831
C 0.14941 5.06436 -2.05397
C 1.78829 -1.25912 2.36679
C 0.61836 1.72023 -0.32601
C 1.46868 5.38207 -0.06150
C -2.72306 0.63943 -1.11293
B 2.92597 -2.30754 -2.06800
H -1.53746 -2.10209 0.00426
H -0.18554 -1.47193 -1.95052
H 1.88263 3.62640 1.09940
H -1.29852 0.43652 3.21462
H -0.60696 -4.01394 0.39820
H -0.33390 5.46884 -2.93948
H -2.90341 1.60550 -0.64613
H -0.47526 3.05776 -2.47399
H 1.50441 -4.70440 0.92383
H 2.77727 -1.02732 2.78156
H 1.26566 -1.78168 3.17342
H -2.36434 -1.93792 2.15561
H 0.90363 6.97224 -1.40075
H -4.41549 -1.92807 -2.56366
H -2.10178 -2.79807 -2.79056
H 1.20610 0.02882 -1.51169
H 0.14476 1.42717 1.08043
H 1.33924 1.32938 0.38410
H 1.10164 0.67730 2.97361
H -0.96748 -1.86594 3.24561
H 1.83223 0.60977 1.39764
H 1.45193 -4.02948 2.55877
H -2.28522 0.33992 1.74767
H -4.81333 0.27506 -1.48956
H -0.86282 -3.98085 2.13130
H 2.01123 6.03864 0.61371